{
  "formula": "C32H51BN6O2PS5Tc",
  "method": "the ωB97M-V functional and the def2-TZVPD basis",
  "energy_ha": -4167.06185,
  "gap_ev": [6.631, 6.740],
  "lumo_ev": [0.00, 0.11],
  "spin_multiplicity": 3,
  "symbols": ["Tc", "C", "C", "C", "C", "N", "C", "C", "N", "B", "N", "C", "C", "N", "C", "S", "C", "C", "C", "C", "N", "C", "C", "N", "C", "S", "C", "C", "C", "C", "C", "S", "H", "H", "H", "H", "H", "H", "H", "H", "H", "H", "H", "H", "H", "H", "H", "H", "H", "H", "H", "H", "H", "H", "H", "H", "H", "H", "H", "H", "H", "H", "H", "H", "H", "H", "C", "C", "O", "P", "S", "S", "O", "C", "C", "H", "H", "H", "H", "H", "H", "H", "H", "H", "H", "C", "C", "C", "C", "C", "C", "C", "H", "H", "H", "H", "H", "H", "H"],
  "positions_angstrom": [[-0.970, -0.734, -1.321], [-3.798, -1.719, 3.319], [-4.060, -0.442, 2.510], [-4.825, 0.592, 3.340], [-4.901, -0.845, 1.303], [-2.728, 0.157, 2.182], [-1.782, 0.267, 3.185], [-0.662, 0.783, 2.650], [-0.903, 1.024, 1.321], [0.114, 1.456, 0.230], [1.536, 0.953, 0.552], [2.327, 1.551, 1.500], [3.535, 0.971, 1.453], [3.519, 0.021, 0.450], [2.264, 0.005, -0.087], [1.545, -0.757, -1.559], [4.763, -0.717, 0.075], [5.931, -0.190, 0.913], [4.602, -2.204, 0.382], [5.101, -0.425, -1.389], [0.070, 2.964, 0.024], [-0.356, 3.939, 0.907], [-0.529, 5.078, 0.221], [-0.220, 4.834, -1.109], [0.167, 3.518, -1.228], [0.746, 2.696, -2.570], [-0.463, 5.801, -2.213], [0.849, 6.127, -2.931], [-1.489, 5.218, -3.191], [-1.036, 7.087, -1.623], [-2.167, 0.622, 1.034], [-2.815, 0.735, -0.564], [-4.742, -2.239, 3.481], [-3.360, -1.517, 4.296], [-3.135, -2.375, 2.753], [-5.796, 0.187, 3.626], [-4.989, 1.497, 2.753], [-4.280, 0.860, 4.246], [-5.810, -1.317, 1.680], [-4.368, -1.562, 0.679], [-5.186, 0.005, 0.696], [-1.977, -0.031, 4.198], [0.284, 0.992, 3.117], [-0.194, 0.992, -0.823], [1.972, 2.360, 2.115], [4.394, 1.174, 2.061], [5.808, -0.399, 1.977], [6.089, 0.879, 0.760], [6.831, -0.705, 0.582], [4.401, -2.351, 1.446], [5.528, -2.722, 0.127], [3.795, -2.654, -0.188], [5.105, 0.654, -1.565], [4.404, -0.895, -2.075], [6.095, -0.816, -1.608], [-0.501, 3.738, 1.955], [-0.837, 6.042, 0.581], [1.280, 5.227, -3.359], [1.567, 6.571, -2.240], [0.651, 6.837, -3.736], [-1.091, 4.337, -3.686], [-1.730, 5.963, -3.951], [-2.406, 4.940, -2.667], [-0.331, 7.564, -0.939], [-1.977, 6.900, -1.104], [-1.233, 7.781, -2.438], [0.448, -6.136, 1.396], [0.584, -5.066, 0.327], [1.249, -3.900, 0.820], [0.599, -2.589, 1.482], [-1.237, -2.281, 0.464], [2.339, -2.415, -2.268], [-0.021, -3.298, 2.842], [-0.308, -2.560, 4.013], [-0.392, -3.532, 5.174], [-0.027, -7.019, 0.966], [-0.159, -5.765, 2.219], [1.430, -6.416, 1.780], [-0.396, -4.789, -0.065], [1.205, -5.410, -0.501], [-1.255, -2.023, 3.889], [0.478, -1.813, 4.190], [-1.217, -4.227, 5.020], [-0.546, -3.002, 6.115], [0.528, -4.113, 5.235], [-2.248, -1.763, -2.674], [-1.305, -1.881, -3.807], [-1.099, -0.819, -4.697], [-0.229, -0.951, -5.768], [0.451, -2.143, -5.971], [0.288, -3.191, -5.074], [-0.572, -3.059, -4.000], [-2.626, -2.733, -2.354], [-3.093, -1.114, -2.915], [-1.648, 0.106, -4.558], [-0.091, -0.130, -6.460], [1.096, -2.262, -6.831], [0.844, -4.110, -5.210], [-0.695, -3.872, -3.294]],
  "forces_ev_per_a": [[-0.3, -0.1, 0.0], [0.0, 0.0, 0.0], [-0.3, -0.1, 0.1], [0.1, 0.0, -0.1], [0.3, 0.1, -0.1], [0.3, 0.2, -0.2], [0.0, 0.2, 0.1], [0.1, 0.1, 0.1], [-0.2, -0.2, -0.1], [0.1, 0.0, 0.3], [0.1, -0.2, -0.1], [0.0, 0.0, 0.0], [0.0, 0.2, 0.2], [-0.4, 0.0, 0.0], [0.0, 0.1, 0.2], [0.0, 0.6, 0.0], [0.3, -0.2, -0.2], [-0.1, 0.0, 0.0], [-0.1, 0.0, 0.0], [-0.1, 0.0, 0.0], [-0.2, 0.2, -0.4], [0.0, -0.1, 0.2], [-0.1, 0.1, 0.1], [0.0, -0.4, 0.2], [0.1, 0.3, 0.2], [-0.1, -0.1, -0.3], [0.0, 0.1, -0.3], [-0.1, -0.1, 0.1], [0.1, -0.1, 0.1], [0.0, 0.0, 0.1], [-0.1, 0.1, 0.4], [0.0, -0.4, -0.2], [0.0, 0.0, 0.0], [-0.1, 0.0, 0.0], [0.0, 0.0, 0.0], [0.0, 0.0, 0.0], [0.0, 0.0, 0.0], [0.0, 0.0, 0.0], [0.0, 0.0, 0.0], [0.0, 0.0, -0.1], [0.0, 0.1, -0.1], [0.0, 0.1, -0.1], [0.0, -0.1, 0.0], [0.0, 0.0, -0.3], [0.0, 0.0, 0.0], [0.0, 0.0, -0.1], [0.0, 0.0, 0.0], [0.0, 0.0, 0.0], [0.0, 0.0, 0.0], [0.0, 0.0, 0.0], [0.0, 0.0, 0.0], [-0.1, 0.0, -0.1], [0.0, 0.0, 0.0], [-0.1, 0.0, 0.0], [0.0, 0.0, 0.0], [-0.1, 0.0, 0.0], [0.0, -0.1, 0.0], [0.1, 0.0, 0.0], [0.0, 0.0, 0.0], [0.0, 0.0, 0.0], [0.0, -0.1, 0.0], [0.0, 0.0, 0.0], [0.0, 0.0, 0.0], [0.0, 0.0, 0.0], [0.0, 0.1, 0.0], [0.0, 0.0, 0.0], [0.1, 0.2, -0.1], [0.0, -0.1, 0.0], [0.2, 0.0, 0.0], [0.0, 0.2, 0.0], [-0.1, 0.2, -0.4], [0.3, -0.6, 0.1], [-0.1, -0.3, -0.1], [0.0, 0.1, 0.1], [0.0, 0.0, -0.2], [0.0, 0.0, 0.0], [0.0, -0.1, 0.0], [0.0, 0.0, 0.0], [0.0, 0.1, 0.0], [-0.1, 0.0, 0.0], [0.3, -0.2, 0.0], [0.0, 0.0, 0.0], [0.0, 0.0, 0.0], [0.0, 0.0, 0.0], [0.0, 0.0, 0.1], [0.1, 0.0, 0.4], [0.1, 0.0, -0.1], [0.0, 0.0, 0.2], [0.1, 0.0, -0.1], [-0.1, 0.0, 0.0], [0.0, 0.0, 0.0], [-0.1, 0.0, 0.0], [0.1, 0.0, 0.2], [0.0, 0.1, 0.1], [0.0, 0.0, 0.0], [0.0, 0.0, 0.0], [0.1, 0.0, 0.0], [0.0, 0.0, 0.0], [0.0, 0.0, 0.0]]
}


{
  "formula": "C7H6N2O2",
  "method": "the ωB97M-V functional and the def2-TZVPD basis",
  "energy_ha": -530.29633,
  "gap_ev": 9.279,
  "smiles": "[H]/N=C1\\OCc2cc[nH]c(=O)c21",
  "lumo_ev": 0.58,
  "spin_multiplicity": 1,
  "symbols": ["C", "C", "C", "C", "C", "C", "C", "N", "N", "O", "O", "H", "H", "H", "H", "H", "H"],
  "positions_angstrom": [[0.691, -0.510, -1.598], [0.040, 0.446, -2.311], [-0.386, 0.379, 0.357], [0.453, -0.517, -0.200], [-0.262, -0.127, 2.161], [-1.105, 1.394, -0.343], [1.064, -1.468, 0.790], [-0.874, 0.436, 3.067], [-0.788, 1.334, -1.717], [-1.883, 2.229, 0.052], [0.600, -1.137, 2.091], [1.349, -1.220, -2.068], [0.159, 0.542, -3.380], [0.778, -2.506, 0.575], [2.159, -1.403, 0.788], [-0.742, 0.092, 4.013], [-1.254, 2.037, -2.276]],
  "forces_ev_per_a": [[0.0, 0.0, -0.1], [0.3, -0.4, 0.0], [0.9, -2.0, 4.7], [-0.4, 0.5, -0.1], [-0.7, 1.9, -5.0], [0.1, 0.0, -0.4], [0.1, -0.1, -0.3], [-0.3, 0.2, 0.6], [-0.2, 0.2, -0.1], [-0.2, 0.2, 0.2], [0.2, -0.4, 0.5], [0.1, 0.0, -0.2], [0.0, 0.0, 0.0], [0.0, 0.2, 0.0], [-0.2, 0.0, 0.0], [0.2, -0.2, 0.0], [0.0, -0.1, 0.1]]
}


{
  "formula": "C9H14O",
  "method": "the ωB97M-V functional and the def2-TZVPD basis",
  "energy_ha": -426.55399,
  "gap_ev": 9.161,
  "smiles": "Cc1ccc(O)cc1.CC",
  "lumo_ev": 0.83,
  "spin_multiplicity": 1,
  "symbols": ["C", "C", "C", "C", "C", "C", "C", "O", "H", "H", "H", "H", "H", "H", "H", "H", "C", "C", "H", "H", "H", "H", "H", "H"],
  "positions_angstrom": [[-2.041, -1.767, -1.007], [-2.848, 0.071, 0.520], [-1.786, -0.688, 0.009], [-2.611, 1.120, 1.380], [-0.512, -0.393, 0.476], [-1.328, 1.396, 1.844], [-0.279, 0.636, 1.373], [-1.210, 2.436, 2.714], [-3.826, -0.288, 0.263], [-3.426, 1.746, 1.717], [-1.176, -1.945, -1.633], [-2.911, -1.545, -1.603], [0.306, -0.916, 0.007], [0.733, 0.899, 1.660], [-0.329, 2.420, 3.097], [-2.239, -2.719, -0.496], [3.824, 0.245, -1.629], [2.546, -0.341, -0.925], [4.650, -0.408, -1.380], [3.647, 0.414, -2.690], [3.990, 1.256, -1.255], [1.962, -0.773, -1.733], [2.874, -1.217, -0.364], [1.990, 0.360, -0.344]],
  "forces_ev_per_a": [[0.2, -0.5, 0.8], [0.9, -0.7, -0.2], [-0.1, 0.4, 0.4], [-0.5, 0.1, 0.3], [-0.3, 0.0, -0.8], [-0.8, -0.2, -0.5], [0.5, 0.1, 0.2], [0.2, 0.1, 0.1], [-0.6, 0.5, -0.2], [0.0, 0.0, 0.2], [0.1, 0.1, -0.3], [-0.2, 0.1, -0.4], [0.2, -0.1, 0.3], [0.1, -0.1, 0.1], [0.1, 0.1, 0.0], [0.0, 0.1, -0.1], [-1.3, 0.7, 0.9], [1.6, -0.9, -1.6], [0.4, 0.2, -0.5], [0.3, -0.5, -0.1], [0.4, -0.1, 0.2], [-0.6, 0.2, 0.1], [-0.3, 0.3, 0.5], [-0.3, 0.3, 0.3]]
}


{
  "formula": "CH2Cl2O3",
  "method": "the ωB97M-V functional and the def2-TZVPD basis",
  "energy_ha": -1185.33679,
  "gap_ev": 9.818,
  "smiles": "O=C(Cl)OCl.O",
  "lumo_ev": -1.59,
  "spin_multiplicity": 1,
  "symbols": ["C", "O", "O", "O", "Cl", "Cl", "H", "H"],
  "positions_angstrom": [[0.773, -1.096, 0.594], [0.776, -0.038, 0.129], [-0.895, 2.054, -0.934], [0.216, -2.234, 0.365], [1.803, -1.631, 2.035], [-0.951, -2.327, -0.960], [-1.325, 2.943, -1.092], [-0.398, 2.330, -0.136]],
  "forces_ev_per_a": [[1.9, -0.3, 2.0], [-0.3, 1.2, -0.7], [-0.4, 2.5, 0.7], [-2.2, -2.0, -1.7], [-0.2, 0.7, -0.4], [0.9, 0.4, 0.9], [0.3, -1.6, -0.3], [0.0, -0.9, -0.5]]
}


{
  "formula": "C5H7NO",
  "method": "the ωB97M-V functional and the def2-TZVPD basis",
  "energy_ha": -324.70507,
  "gap_ev": 11.009,
  "smiles": "CC(=O)[C@@H](C)C#N",
  "lumo_ev": 0.69,
  "spin_multiplicity": 1,
  "symbols": ["C", "C", "C", "N", "C", "O", "C", "H", "H", "H", "H", "H", "H", "H"],
  "positions_angstrom": [[1.655, -0.168, -0.997], [0.252, -0.406, -0.440], [0.175, -1.615, 0.393], [0.105, -2.547, 1.071], [-0.250, 0.771, 0.428], [0.509, 1.627, 0.809], [-1.721, 0.779, 0.776], [2.335, 0.132, -0.198], [2.043, -1.069, -1.481], [1.613, 0.639, -1.734], [-0.466, -0.550, -1.260], [-2.143, 1.740, 0.469], [-1.831, 0.703, 1.861], [-2.276, -0.035, 0.303]],
  "forces_ev_per_a": [[0.1, 0.0, 0.0], [0.1, 0.0, -0.1], [-0.1, -0.7, 0.5], [0.1, 0.7, -0.5], [0.1, 0.3, 0.2], [-0.3, -0.4, -0.3], [-0.1, 0.0, 0.0], [-0.1, -0.1, -0.1], [-0.1, 0.1, 0.1], [0.0, -0.1, 0.1], [0.1, 0.1, 0.1], [0.0, -0.1, 0.0], [0.0, 0.0, -0.1], [0.1, 0.1, 0.1]]
}


{
  "formula": "C15H29ClFN2S",
  "method": "the ωB97M-V functional and the def2-TZVPD basis",
  "energy_ha": -1656.17211,
  "total_charge": 1,
  "gap_ev": 6.699,
  "lumo_ev": -5.07,
  "spin_multiplicity": 1,
  "symbols": ["C", "C", "C", "C", "C", "C", "C", "C", "C", "Cl", "S", "C", "N", "C", "F", "C", "C", "C", "C", "N", "H", "H", "H", "H", "H", "H", "H", "H", "H", "H", "H", "H", "H", "H", "H", "H", "H", "H", "H", "H", "H", "H", "H", "H", "H", "H", "H", "H", "H"],
  "positions_angstrom": [[-1.291, 3.101, -3.285], [-2.277, 3.244, -1.948], [-2.344, 1.786, -1.184], [-1.143, 1.596, -0.036], [-1.465, 0.162, 0.702], [-0.222, -0.451, 1.583], [-0.526, -0.120, 3.174], [0.222, 1.229, 3.738], [1.574, 0.772, 4.590], [3.127, 1.635, 3.950], [1.554, 0.093, 1.136], [2.440, -1.353, 1.935], [1.462, -2.315, 2.007], [0.048, -2.097, 1.460], [-0.764, -2.980, 2.379], [-0.210, -2.828, 0.016], [0.884, -2.470, -1.153], [0.340, -1.355, -2.239], [1.629, -0.722, -3.065], [1.861, -1.446, -4.407], [-0.494, 2.236, -3.104], [-1.954, 2.714, -4.196], [-0.776, 4.137, -3.560], [-1.989, 4.140, -1.253], [-3.357, 3.460, -2.385], [-3.407, 1.504, -0.782], [-2.086, 0.974, -2.019], [-1.216, 2.518, 0.691], [-0.138, 1.628, -0.634], [-2.437, 0.352, 1.369], [-1.840, -0.571, -0.162], [-1.689, 0.036, 3.392], [-0.198, -1.005, 3.905], [0.428, 2.055, 2.936], [-0.513, 1.693, 4.557], [1.441, 0.941, 5.764], [1.813, -0.388, 4.478], [3.564, -1.381, 2.307], [1.730, -3.223, 2.453], [-0.108, -4.001, 0.211], [-1.297, -2.669, -0.404], [1.944, -2.157, -0.766], [1.038, -3.476, -1.777], [-0.443, -1.846, -2.976], [-0.222, -0.459, -1.719], [2.616, -0.753, -2.427], [1.459, 0.416, -3.354], [2.333, -0.779, -5.087], [0.897, -1.575, -4.812]],
  "forces_ev_per_a": [[-0.3, -0.3, 0.1], [-0.6, -0.6, -1.0], [1.0, -0.4, -0.6], [-1.4, 0.3, -0.8], [-0.4, 0.5, -1.2], [-1.1, -2.1, 1.8], [-0.1, 0.4, 1.2], [-0.3, -0.3, 1.4], [-0.3, -0.8, 0.3], [-1.5, -0.8, 0.8], [1.0, -1.0, 1.1], [-4.6, 0.2, -1.1], [3.2, 0.9, 0.5], [-1.7, -1.2, -0.2], [1.7, 2.6, -1.6], [1.1, -1.0, -0.3], [-0.5, -0.5, -1.3], [0.7, 0.5, 0.1], [-0.2, 0.9, -0.8], [-1.0, 1.2, 0.2], [-1.4, 2.1, -0.3], [1.5, 1.0, 2.0], [-1.1, -2.4, 0.5], [-0.4, -1.9, -1.2], [2.2, -0.3, 1.1], [2.1, 0.8, -0.5], [-0.7, 1.6, 1.7], [0.4, -2.0, -1.2], [-1.7, -0.2, 1.3], [2.5, -0.6, -1.2], [1.2, 1.4, 2.0], [2.6, -0.6, -1.0], [-0.7, 1.8, -1.9], [-0.2, -1.7, 1.5], [1.6, -0.9, -1.9], [0.5, 0.0, -2.8], [-0.6, 2.5, 0.1], [-2.6, -0.2, -0.9], [-0.8, 0.9, -0.6], [-0.3, 2.7, -0.1], [2.2, 0.0, 1.2], [-2.1, -0.6, -0.5], [-0.2, 2.2, 1.4], [1.7, 0.9, 1.5], [1.2, -1.8, -0.8], [-2.0, -0.1, -1.1], [0.0, -2.1, 1.1], [-0.7, -1.1, 1.3], [1.4, 0.1, 0.4]]
}